DFT (ωB97M-V/def2-TZVPD) results for a 10-piece molecular cluster, C60H180N30O10P10 overall.

```
290
Properties=species:S:1:pos:R:3:forces:R:3:lowdin_charge:R:1
C 2.6407 3.8758 -4.5653 -1.01 -0.81 -0.81 -0.12
N 3.7531 3.1805 -3.9669 0.01 -0.91 -1.08 -0.30
C 4.1486 3.9381 -2.8689 1.58 1.74 1.71 -0.18
P 4.6337 1.8006 -4.4793 -0.87 0.37 0.99 0.53
O 4.9196 0.8252 -3.4041 -0.36 0.02 0.15 -0.29
N 3.6485 1.2154 -5.6967 -0.81 -1.27 0.61 -0.28
C 2.4713 0.3657 -5.2459 -0.77 1.59 -1.67 -0.09
C 4.2052 0.7651 -6.9716 0.88 1.51 0.08 -0.11
N 6.0683 2.3130 -5.0831 -0.71 2.21 -0.47 -0.32
C 7.2677 1.5466 -5.0530 2.26 -0.91 1.52 -0.15
C 6.2411 3.7379 -5.5232 1.70 -0.93 1.37 -0.06
H 2.3509 3.3014 -5.4487 -0.43 0.26 0.10 0.07
H 2.8288 4.9106 -4.8790 0.58 -0.06 -0.01 0.08
H 1.8146 3.9729 -3.8203 0.33 -0.35 -0.51 0.09
H 3.3141 4.3266 -2.2717 -0.13 -0.50 -0.01 0.07
H 4.6992 4.8744 -3.1227 -0.18 -0.20 -0.39 0.09
H 4.8523 3.4302 -2.2399 0.22 -0.63 0.58 0.07
H 2.5811 -0.5230 -4.6587 1.04 -0.37 0.51 0.06
H 1.6856 0.9743 -4.7766 0.50 0.14 0.24 0.07
H 1.9665 0.0453 -6.1693 0.28 0.00 0.06 0.08
H 3.5006 0.9666 -7.7558 -0.72 -0.37 -0.37 0.07
H 5.0376 1.4433 -7.2638 -0.19 -0.64 0.46 0.08
H 4.5403 -0.2646 -6.9764 0.04 -0.28 -0.01 0.08
H 7.9466 1.8868 -4.1491 -1.04 -0.48 -1.73 0.11
H 7.1252 0.4443 -4.8639 -0.30 1.23 -0.30 0.09
H 7.8566 1.6536 -5.9987 -0.46 0.01 0.68 0.09
H 6.2693 3.7181 -6.5793 0.08 0.44 -1.32 0.05
H 7.2527 4.1346 -5.1437 -1.46 -0.62 -0.44 0.11
H 5.4586 4.3963 -5.1681 -0.16 -0.15 0.05 0.05
C -6.8106 -3.0658 1.2422 1.10 1.11 0.97 -0.08
N -5.4654 -2.8696 0.6426 -0.10 -0.42 0.41 -0.28
C -4.6989 -1.8086 1.2784 0.02 0.89 -1.47 -0.13
P -5.3972 -2.8671 -1.0129 -1.40 0.44 -0.35 0.53
O -6.1137 -1.7782 -1.7686 0.33 -1.11 0.77 -0.32
N -3.7847 -2.6748 -1.3150 0.39 -0.66 0.39 -0.29
C -3.4799 -2.1358 -2.6098 2.16 -0.69 -0.49 -0.11
C -2.8351 -3.6855 -0.7799 -1.42 0.37 -1.17 -0.08
N -6.0232 -4.3737 -1.3718 0.61 0.03 -0.18 -0.31
C -6.8272 -4.4985 -2.5579 -0.41 2.30 0.02 -0.12
C -5.7813 -5.6602 -0.7322 0.87 1.23 0.35 -0.10
H -7.3558 -2.0729 1.2107 0.33 -1.19 0.37 0.10
H -6.7253 -3.5226 2.2728 0.02 0.95 -0.87 0.11
H -7.3160 -3.7932 0.6758 -0.86 -0.72 -0.87 0.04
H -3.8191 -1.5612 0.6558 -0.42 -0.40 0.52 0.05
H -4.3915 -2.0486 2.2749 0.04 -0.06 0.64 0.06
H -5.3037 -0.8964 1.2089 0.04 0.20 0.65 0.09
H -3.1884 -2.9485 -3.2837 0.37 -0.13 -0.04 0.07
H -4.3046 -1.7106 -3.1100 -0.95 0.90 -0.03 0.05
H -2.6215 -1.4300 -2.5377 -0.55 -0.27 -0.19 0.08
H -1.8380 -3.3600 -0.9554 0.97 0.46 -0.27 0.06
H -2.9970 -3.6624 0.2848 0.00 -0.89 0.43 0.06
H -2.9581 -4.6597 -1.3221 0.00 0.47 0.88 0.10
H -6.7692 -3.4847 -3.0470 -1.03 -1.00 0.46 0.09
H -6.4529 -5.1455 -3.2981 0.82 -1.34 -0.70 0.06
H -7.8157 -4.8491 -2.2457 -0.25 0.37 -0.47 0.09
H -5.2480 -6.3203 -1.3980 0.24 -0.35 -0.28 0.08
H -6.7133 -6.1066 -0.4708 -0.86 -0.47 0.24 0.07
H -5.1964 -5.5186 0.1715 0.08 -0.11 0.15 0.07
C -1.0744 2.2549 -0.3940 1.07 -1.06 -1.40 -0.08
N -0.1824 1.9258 0.6938 0.23 -0.62 1.08 -0.28
C -0.2006 2.6847 1.9570 0.51 0.90 -1.12 -0.09
P 0.8093 0.5834 0.6750 -1.33 -0.06 -1.97 0.53
O 2.0137 0.8262 1.4620 1.24 0.16 0.20 -0.27
N -0.0169 -0.7301 1.2245 -0.21 -0.68 -0.68 -0.30
C -1.4465 -0.8451 1.5007 -0.21 2.59 -1.02 -0.08
C 0.7974 -1.9612 1.2215 1.21 1.00 0.74 -0.08
N 1.1542 0.1186 -0.9439 0.41 1.40 0.33 -0.25
C 2.2389 0.8319 -1.6597 0.27 -0.43 0.42 -0.11
C 0.2186 -0.5360 -1.8232 0.56 -1.23 -0.22 -0.14
H -0.5630 2.9680 -1.0999 -0.71 -0.51 0.56 0.08
H -1.9926 2.6880 -0.0116 -0.26 -0.17 -0.23 0.06
H -1.2074 1.2551 -0.9275 -0.64 1.64 0.31 0.07
H -0.9545 2.4313 2.6773 -0.41 -0.56 0.29 0.05
H -0.3146 3.7772 1.7581 0.24 -0.73 -0.12 0.08
H 0.7751 2.4846 2.3677 0.20 0.28 0.58 0.05
H -1.7501 -1.7817 1.1346 -0.61 -1.46 -0.01 0.04
H -1.6644 -0.6463 2.5393 -0.31 -0.46 0.46 0.05
H -2.1171 -0.0834 0.9330 1.45 -0.99 0.65 0.11
H 0.3473 -2.8447 0.7750 -0.08 0.29 -0.96 0.06
H 1.8450 -1.6644 0.8909 -1.43 -0.83 -0.21 0.09
H 0.9852 -2.3186 2.2244 -0.08 0.15 0.81 0.05
H 2.7290 0.1979 -2.4078 -0.30 -0.14 0.23 0.05
H 1.9779 1.7583 -2.1775 -0.51 0.11 0.10 0.08
H 3.0242 1.0600 -0.9405 -0.11 0.21 -0.04 0.05
H -0.3385 0.0997 -2.4935 0.30 0.66 -0.75 0.06
H -0.5851 -1.0005 -1.2974 -0.44 -0.56 0.96 0.04
H 0.7262 -1.3764 -2.3818 -0.37 0.95 0.27 0.10
C -0.1845 -7.6887 4.7622 0.50 0.25 1.09 -0.15
N -1.5027 -7.6775 4.1993 0.07 0.05 0.31 -0.32
C -2.4384 -8.6335 4.7586 -0.04 -0.71 -2.06 -0.10
P -1.9135 -6.6094 3.0082 -0.81 -0.12 -0.58 0.55
O -3.3123 -6.9259 2.5979 0.76 0.71 -0.14 -0.30
N -1.7078 -5.0014 3.4520 -1.12 -1.23 -0.88 -0.33
C -0.5124 -4.5948 4.0889 1.96 0.68 -0.46 -0.14
C -2.8834 -4.1469 3.6801 0.58 0.49 0.11 -0.09
N -0.6357 -6.8739 1.9385 -1.45 0.36 0.78 -0.32
C -0.2682 -5.9437 0.9073 0.35 1.42 0.03 -0.12
C -0.2957 -8.2521 1.6191 -3.04 -0.06 2.27 -0.08
H 0.0667 -8.6979 5.1210 0.11 0.14 -0.40 0.09
H -0.1235 -7.0435 5.6610 0.06 -0.20 -0.21 0.09
H 0.5546 -7.3030 4.0454 -0.13 -0.52 0.22 0.07
H -2.8375 -8.3873 5.6938 0.01 0.41 1.91 0.06
H -1.9735 -9.6437 4.7418 -0.34 0.51 0.23 0.10
H -3.3325 -8.6405 4.1343 0.21 -0.19 -0.29 0.07
H -0.7718 -4.2495 5.0846 0.41 0.19 0.39 0.08
H 0.2064 -5.4518 4.1620 -0.58 1.20 -0.07 0.06
H 0.0019 -3.7387 3.5046 -0.67 -1.14 0.98 0.09
H -2.4865 -3.0751 3.7714 -0.83 -1.37 -0.16 0.10
H -3.5086 -4.2705 2.7825 -0.19 0.33 0.60 0.06
H -3.4342 -4.4357 4.6200 0.39 0.41 -0.89 0.10
H -0.8676 -5.9633 -0.0470 1.07 -0.97 0.39 0.08
H -0.5363 -4.9176 1.1895 0.24 -0.15 0.61 0.04
H 0.8646 -5.9746 0.8911 -1.23 0.09 -1.04 0.11
H -1.0001 -8.6752 0.9188 0.13 -0.20 -0.71 0.09
H -0.3852 -8.8749 2.5377 0.30 0.42 -0.67 0.09
H 0.6669 -8.1611 1.3291 3.17 -0.67 -1.44 0.04
C 2.2315 3.9058 4.3660 -0.43 -0.30 -0.14 -0.12
N 2.2050 3.0703 5.5535 1.76 0.87 0.45 -0.30
C 3.5327 3.0489 6.2176 0.44 -1.43 0.63 -0.12
P 0.9466 2.0281 5.7958 0.04 -0.62 -0.97 0.53
O -0.3611 2.6372 5.4268 0.34 -0.23 0.41 -0.29
N 1.2494 0.6912 4.8141 0.71 1.33 0.53 -0.28
C 2.5919 0.2666 4.4405 -0.97 -0.95 -0.59 -0.10
C 0.2142 -0.1898 4.3749 -0.52 -0.24 1.07 -0.12
N 1.2259 1.5894 7.3768 0.16 -0.42 -0.58 -0.33
C 1.2873 2.6036 8.4147 0.01 -0.80 0.53 -0.12
C 1.0296 0.2188 7.8582 -1.63 1.20 0.58 -0.08
H 2.9636 3.5064 3.6503 0.09 0.22 0.02 0.08
H 2.4647 4.9509 4.6191 0.03 -0.25 -0.06 0.09
H 1.2569 3.8664 3.8734 0.23 0.04 0.29 0.03
H 3.5357 2.2637 7.0303 -0.22 0.96 -0.73 0.08
H 3.8202 4.0344 6.7162 -0.40 -1.09 -1.00 0.10
H 4.3601 2.6407 5.5230 -1.12 1.14 0.68 0.09
H 2.9123 -0.5380 5.0868 0.25 -0.60 0.35 0.07
H 2.5177 -0.1461 3.3922 0.43 0.74 1.04 0.08
H 3.3268 1.0404 4.5561 0.17 0.49 -0.36 0.04
H 0.2202 -0.3270 3.3135 0.34 -0.04 -0.52 0.03
H 0.3156 -1.1845 4.8665 -0.30 0.31 -0.19 0.09
H -0.7248 0.2900 4.6322 -0.42 -0.34 0.11 0.07
H 2.1222 2.4367 9.1491 -0.85 -0.24 -0.50 0.10
H 1.4644 3.5744 8.0146 0.05 0.70 -0.59 0.06
H 0.3042 2.6160 8.8817 0.08 0.19 0.68 0.08
H 0.0787 0.1520 8.5035 1.14 -0.07 -1.00 0.11
H 1.8564 0.0367 8.4981 0.78 -0.68 0.70 0.06
H 1.0033 -0.4920 7.0412 -0.07 -0.02 -0.05 0.06
C 9.1800 0.7814 0.9810 0.20 0.34 0.97 -0.11
N 7.8455 0.7918 0.3801 0.07 -2.26 1.21 -0.31
C 7.3775 1.8841 -0.3963 -1.83 0.20 -0.03 -0.14
P 6.8903 -0.4960 0.8896 0.16 -1.29 0.21 0.56
O 7.7030 -1.5921 1.5162 -0.49 0.99 -0.75 -0.32
N 5.7915 0.0218 2.0141 0.51 -0.17 -0.64 -0.29
C 5.7597 -0.4662 3.3486 -0.15 0.80 1.87 -0.11
C 5.0211 1.1971 1.8993 -0.51 1.79 -2.14 -0.16
N 5.9795 -0.9482 -0.4569 0.53 1.23 1.11 -0.29
C 6.7205 -1.4577 -1.5724 0.93 -1.37 -0.81 -0.14
C 4.5525 -1.2148 -0.3896 0.75 -1.72 -1.49 -0.10
H 9.4003 -0.1377 1.5855 -0.64 0.63 -0.95 0.08
H 9.2435 1.5932 1.7365 0.34 -0.01 -0.62 0.08
H 9.9496 0.8529 0.2052 0.01 0.31 0.14 0.08
H 8.1231 2.1250 -1.1273 0.13 0.25 -0.89 0.07
H 7.1091 2.8081 0.1377 0.55 -0.02 0.50 0.07
H 6.3632 1.6074 -0.8061 1.31 0.01 -0.36 0.08
H 5.8093 0.4547 4.0554 -0.11 -1.55 -0.79 0.11
H 4.8461 -1.0329 3.5459 -0.25 0.26 0.13 0.07
H 6.5593 -1.1387 3.5988 0.59 -0.09 -0.20 0.07
H 5.4264 2.1171 2.3370 0.38 -0.20 0.59 0.09
H 4.8308 1.5313 0.8558 0.34 -0.57 0.22 0.07
H 4.0325 1.0315 2.2369 -0.94 -0.05 0.68 0.02
H 7.7667 -1.1063 -1.5483 -0.31 -0.31 0.38 0.08
H 6.7345 -2.6053 -1.6369 0.01 1.41 0.28 0.11
H 6.3765 -1.0856 -2.5326 -0.61 0.16 -0.07 0.05
H 4.2789 -1.6020 -1.4041 -0.11 0.87 0.61 0.10
H 3.9774 -0.3743 -0.0880 -0.46 0.54 0.17 0.02
H 4.3380 -2.0740 0.2304 -0.12 -0.23 0.70 0.08
C -4.4026 1.1517 -2.1133 -2.00 -0.61 -1.34 -0.07
N -4.7829 1.8780 -3.3834 1.14 1.16 1.83 -0.28
C -5.5843 1.2805 -4.4452 0.67 -0.21 0.00 -0.10
P -4.1950 3.3921 -3.7983 0.56 -0.71 0.03 0.50
O -5.2910 4.1813 -4.3433 -0.84 1.26 -0.53 -0.29
N -3.3865 4.0407 -2.4657 1.06 -0.15 -1.33 -0.27
C -4.1285 4.5788 -1.3593 -1.50 -0.86 -0.59 -0.12
C -2.1440 4.8472 -2.6347 -0.10 -1.56 1.21 -0.10
N -3.0414 3.1197 -4.9970 -0.39 -0.47 0.98 -0.32
C -2.0465 2.1020 -4.7364 0.50 1.15 -0.44 -0.11
C -2.7977 4.0596 -6.0593 0.57 -1.29 -0.44 -0.11
H -5.0937 0.2633 -2.0033 0.88 0.83 -0.20 0.07
H -4.5043 1.7133 -1.1964 -0.33 0.72 0.04 0.05
H -3.3836 0.8427 -2.1303 0.93 -0.54 -0.17 0.03
H -4.9309 1.1704 -5.3396 -0.69 0.01 0.22 0.08
H -6.5110 1.8241 -4.6919 0.53 -0.01 0.18 0.09
H -5.8272 0.3089 -4.0683 -0.42 -0.79 -0.10 0.06
H -5.2228 4.4266 -1.4984 0.67 -0.04 0.22 0.10
H -3.7819 4.0856 -0.4668 -0.05 0.13 0.75 0.04
H -3.9584 5.6304 -1.3519 -0.02 0.98 0.49 0.07
H -2.2961 5.8414 -2.9702 -0.53 1.06 -0.63 0.08
H -1.6471 4.9319 -1.6578 -0.33 -0.18 -0.29 0.03
H -1.3984 4.3612 -3.2285 0.20 -0.35 -0.63 0.05
H -1.0935 2.5966 -4.4612 -0.14 -0.49 0.49 0.07
H -2.4631 1.4426 -3.9891 0.43 -0.30 0.26 0.05
H -1.7974 1.5566 -5.6409 -0.25 -0.34 -0.31 0.08
H -2.0044 4.7590 -5.8353 0.34 0.42 0.11 0.07
H -3.7132 4.5476 -6.2528 -0.90 0.87 -0.26 0.06
H -2.5127 3.5027 -6.9795 -0.10 0.26 0.45 0.09
C -6.5180 -0.3916 3.8253 -3.46 1.58 0.63 -0.10
N -5.9490 0.9679 3.7683 0.05 -0.88 0.34 -0.31
C -6.8175 2.0582 3.3306 2.89 0.80 -0.34 -0.12
P -4.4358 1.2196 4.4340 -0.11 -0.74 -0.39 0.52
O -3.5786 0.0089 4.2186 -0.51 0.92 0.54 -0.29
N -4.0086 2.5534 3.5566 0.66 -0.82 -0.61 -0.30
C -3.4779 3.7986 3.9662 0.62 1.05 1.22 -0.12
C -3.7159 2.2594 2.1406 0.83 1.19 1.27 -0.08
N -4.6293 1.6860 6.0235 1.16 -0.77 0.16 -0.30
C -5.7003 2.5447 6.4556 0.36 0.15 0.46 -0.12
C -3.4674 1.6797 6.9526 -0.02 -0.14 -0.38 -0.09
H -6.8980 -0.6304 4.8914 0.85 -0.02 -1.55 0.11
H -5.8895 -1.1204 3.3878 0.70 -0.68 0.11 0.01
H -7.4970 -0.3633 3.1827 1.72 -0.13 1.03 0.11
H -7.7608 2.0119 3.7766 -1.57 0.02 0.87 0.05
H -6.9339 2.0237 2.2383 -0.03 0.18 0.13 0.09
H -6.2450 2.9965 3.6406 -1.31 -0.96 -0.74 0.10
H -3.4451 3.9698 5.0472 -0.18 -0.53 0.01 0.08
H -2.4364 3.9452 3.6644 -0.03 -0.03 -0.23 0.07
H -4.0958 4.6095 3.5944 -0.06 0.37 -0.43 0.08
H -4.3211 1.4552 1.8792 -1.18 -1.32 -0.95 0.04
H -3.9539 3.1715 1.5919 0.05 -0.19 -0.38 0.08
H -2.6717 1.9461 1.9908 -0.35 0.31 0.04 0.05
H -5.2877 3.5635 6.5799 -0.75 -0.01 -0.33 0.09
H -6.5862 2.4294 5.8500 0.05 0.49 -0.60 0.06
H -6.0669 2.2393 7.4241 0.17 -0.21 0.66 0.08
H -2.5710 1.2620 6.4779 -0.32 0.16 -0.12 0.06
H -3.6417 1.0812 7.8621 -0.33 0.20 -0.31 0.08
H -3.2281 2.7091 7.2556 -0.03 -0.14 -0.06 0.08
C 1.0496 -7.6730 -7.2200 -0.50 1.04 1.45 -0.09
N 0.5597 -6.3406 -6.8133 -0.05 -0.20 0.34 -0.30
C 0.9481 -5.2687 -7.6871 0.25 -0.08 -1.02 -0.11
P -0.4909 -6.1549 -5.5577 -0.63 1.04 -0.65 0.50
O -1.8202 -6.7637 -5.7837 0.06 -0.04 0.52 -0.30
N 0.3501 -6.8061 -4.2979 -0.75 -0.18 0.31 -0.31
C -0.3573 -7.4014 -3.1203 0.77 2.53 -0.28 -0.07
C 1.7811 -6.9987 -4.3861 0.24 -0.44 2.88 -0.13
N -0.6569 -4.4554 -5.4632 -1.38 -0.69 0.57 -0.32
C 0.2376 -3.5127 -4.8208 0.37 -1.62 -1.08 -0.11
C -1.9113 -3.8813 -6.0295 1.42 -1.53 -0.36 -0.09
H 0.8047 -7.7649 -8.2380 -0.45 -0.71 -1.38 0.06
H 0.6516 -8.4951 -6.5905 0.00 0.64 -0.52 0.10
H 2.1143 -7.6434 -7.1293 0.92 -0.32 -0.03 0.07
H 0.4532 -4.3104 -7.5413 -0.17 -0.33 0.35 0.07
H 0.8001 -5.5408 -8.7386 -0.32 -0.12 -0.01 0.08
H 2.0084 -5.0995 -7.6331 0.82 0.24 0.25 0.07
H -1.4177 -7.4114 -3.3453 -0.15 0.00 0.10 0.06
H 0.0021 -8.4045 -3.0383 0.17 -0.62 0.65 0.07
H -0.1449 -6.7067 -2.2176 -0.35 -1.57 -1.11 0.09
H 2.2830 -6.0386 -4.4978 0.39 -0.38 -0.84 0.08
H 2.1218 -7.3280 -3.3658 -0.35 0.46 -0.52 0.09
H 2.0788 -7.8765 -4.9517 0.23 0.51 -0.80 0.06
H -0.2146 -2.9661 -4.0550 -1.19 0.64 1.63 0.03
H 1.0116 -4.1526 -4.3304 0.17 1.17 -0.75 0.09
H 0.4677 -2.7084 -5.5486 1.03 -0.58 0.13 0.08
H -2.6255 -3.5207 -5.3120 -0.14 0.21 0.58 0.05
H -2.3544 -4.7212 -6.5772 -0.25 0.57 -0.05 0.07
H -1.6057 -3.0867 -6.6971 -0.19 0.40 -0.35 0.07
C 0.8157 6.1319 2.4254 1.23 -0.26 1.56 -0.15
N 0.3829 6.0355 1.0724 -0.62 0.43 -0.98 -0.32
C -0.9816 6.4366 0.7986 -1.05 1.16 1.05 -0.10
P 1.3261 5.8729 -0.2792 1.07 0.79 1.31 0.51
O 0.5443 5.0638 -1.2202 0.26 0.25 -1.41 -0.27
N 1.9573 7.3875 -0.7333 -0.43 -0.64 1.52 -0.32
C 1.9387 8.4488 0.3131 -0.88 -1.87 -1.07 -0.08
C 1.8101 7.9103 -2.0403 0.34 -1.77 -1.46 -0.13
N 2.6568 5.1690 0.3537 1.27 0.12 -0.54 -0.30
C 2.6549 3.7133 0.3760 -0.68 -0.26 1.03 -0.11
C 3.9863 5.8059 0.5559 -0.19 -1.30 0.74 -0.07
H 0.3574 5.3451 3.1033 -0.16 1.19 -0.82 0.08
H 0.6878 7.1722 2.8744 0.10 -1.21 -0.42 0.11
H 1.9023 5.8225 2.4705 -1.04 0.72 -0.10 0.08
H -1.4783 5.9302 -0.0473 0.50 -0.11 0.67 0.05
H -1.1312 7.5487 0.6043 0.45 -0.95 0.23 0.10
H -1.4787 6.2450 1.7707 -0.50 0.00 -0.77 0.09
H 2.7713 9.0845 0.1769 0.85 1.01 -0.49 0.07
H 0.9775 8.9772 0.1303 0.55 0.07 1.15 0.10
H 2.1524 7.9369 1.2563 -0.89 0.56 0.18 0.06
H 2.6628 8.5254 -2.2792 0.21 0.51 -0.18 0.08
H 1.8215 7.0524 -2.7743 -0.21 0.93 0.60 0.10
H 0.8862 8.4440 -2.1240 -0.66 0.65 -0.46 0.07
H 3.3384 3.3555 -0.3610 0.77 -0.49 -0.39 0.04
H 2.9408 3.3434 1.3841 -0.16 0.03 -0.61 0.08
H 1.6642 3.2803 0.0956 0.73 0.61 0.44 0.07
H 4.7478 5.3472 -0.1349 -0.65 0.81 0.31 0.09
H 4.3203 5.5090 1.5813 -0.12 0.18 -0.56 0.08
H 3.9421 6.9069 0.5590 0.10 -0.72 -0.49 0.07
```
Forces are in eV/Å.

* M: 1792.04 g/mol
* LUMO: 0.31 eV
* relative energy (zero: lowest compared OMol25 entry of this formula, charge and spin): 76.0 kcal per mole
* Kohn-Sham gap: 8.440 eV
* SMILES string: CN(C)P(=O)(N(C)C)N(C)C.CN(C)P(=O)(N(C)C)N(C)C.CN(C)P(=O)(N(C)C)N(C)C.CN(C)P(=O)(N(C)C)N(C)C.CN(C)P(=O)(N(C)C)N(C)C.CN(C)P(=O)(N(C)C)N(C)C.CN(C)P(=O)(N(C)C)N(C)C.CN(C)P(=O)(N(C)C)N(C)C.CN(C)P(=O)(N(C)C)N(C)C.CN(C)P(=O)(N(C)C)N(C)C
* maximum force: 3.86 eV/A